Record 1
The following is a DFT calculation (the ωB97M-V functional and the def2-TZVPD basis) of a gas-phase ion, C20H19N2O2 (charge +1) at a distorted geometry.

Output
SMILES: COc1ccc(C(c2ccc(OC)cc2)[C@H]2C=CC=C2[N+]#N)cc1
maximum force: 0.1134 Eh/bohr
energy above the lowest of the compared OMol25 structures with the same formula, charge and spin: 550.8 kJ/mol
frontier orbital gap: 5.5 eV

```
! wB97M-V def2-TZVPD RIJCOSX def2/J DEFGRID3
* xyz 1 1
C -5.454 1.951 2.509
O -5.267 0.480 2.607
C -4.017 -0.064 2.471
C -3.832 -1.450 2.757
C -2.572 -1.964 2.949
C -1.444 -1.132 2.833
C -0.178 -1.626 3.461
C 1.099 -1.019 2.979
C 2.141 -1.865 2.549
C 3.410 -1.361 2.329
C 3.663 0.028 2.505
O 4.950 0.486 2.398
C 5.201 1.948 2.487
C 2.580 0.877 2.836
C 1.309 0.346 3.086
C -1.599 0.125 2.228
C -2.872 0.690 2.153
H -6.537 2.023 2.621
H -4.962 2.497 3.327
H -5.159 2.390 1.541
H -4.699 -2.068 2.914
H -2.438 -2.994 3.320
H -0.136 -2.714 3.379
H 1.943 -2.935 2.495
H 4.220 -2.028 2.102
H 6.288 1.967 2.382
H 4.731 2.528 1.673
H 4.911 2.392 3.456
H 2.795 1.937 2.973
H 0.564 1.011 3.512
H -0.783 0.782 1.946
H -3.032 1.737 1.911
C 0.181 -3.648 6.594
C -1.218 -3.571 6.403
C -1.495 -2.482 5.599
C -0.229 -1.817 5.223
C 0.817 -2.633 5.895
N 2.106 -2.256 6.049
N 3.201 -1.932 6.189
H 0.722 -4.399 7.180
H -1.954 -4.225 6.906
H -2.485 -2.113 5.341
H -0.091 -0.644 5.449
*
```

Results of the natural (NBO) charge analysis, in e, for atoms 1 through 6: -0.265, -0.492, 0.344, -0.259, -0.183, -0.142

=====

Record 2
The following is a DFT calculation (the ωB97M-V functional and the def2-TZVPD basis) of C20H19N3O2S in the gas phase.

Output
SMILES: Cc1ccc([C@@H]2CC(=O)N3CN(Cc4ccco4)CSC3=C2C#N)cc1
maximum force: 0.0191 Eh/bohr
energy above the lowest of the compared OMol25 structures with the same formula, charge and spin: 80.5 kJ/mol
frontier orbital gap: 8.8 eV

```
! wB97M-V def2-TZVPD RIJCOSX def2/J DEFGRID3
* xyz 0 1
C -0.854 0.657 -4.293
C -1.104 -0.042 -2.992
C -2.244 0.225 -2.245
C -2.449 -0.374 -1.016
C -1.518 -1.262 -0.493
C -0.400 -1.563 -1.260
C -0.193 -0.958 -2.486
H 0.693 -1.201 -3.055
H 0.319 -2.290 -0.908
C -1.726 -1.902 0.872
C -0.417 -2.410 1.434
C 0.398 -1.538 2.077
N 0.030 -0.218 2.260
C -1.278 0.199 2.138
O -1.577 1.363 2.264
C -2.269 -0.917 1.908
H -3.223 -0.480 1.620
H -2.411 -1.437 2.862
C 1.047 0.796 2.536
N 2.297 0.504 1.900
C 2.972 -0.545 2.552
H 3.244 -0.252 3.567
H 3.856 -0.859 2.002
S 1.926 -2.107 2.751
C 2.245 0.383 0.439
C 1.524 1.527 -0.185
C 1.963 2.731 -0.651
C 0.815 3.413 -1.122
C -0.232 2.573 -0.904
O 0.185 1.432 -0.341
H -1.283 2.667 -1.092
H 0.780 4.390 -1.558
H 2.973 3.085 -0.658
H 3.279 0.371 0.086
H 1.752 -0.550 0.128
H 1.218 0.868 3.617
H 0.642 1.749 2.184
C -0.060 -3.747 1.229
N 0.194 -4.849 1.027
H -2.425 -2.740 0.762
H -3.350 -0.140 -0.471
H -2.982 0.916 -2.628
H -0.263 0.035 -4.961
H -1.791 0.914 -4.783
H -0.302 1.581 -4.114
*
```

Results of the natural (NBO) charge analysis, in e, for atoms 1 through 6: -0.632, -0.002, -0.219, -0.222, 0.052, -0.235

=====

Record 3
The following is a DFT calculation (the ωB97M-V functional and the def2-TZVPD basis) of C20H19N3O5S in the gas phase at a distorted geometry.

Output
SMILES: COc1cc(OC)cc(C(=O)Nc2ccc(S(=O)(=O)Nc3ccccn3)cc2)c1
maximum force: 0.0220 Eh/bohr
energy above the lowest of the compared OMol25 structures with the same formula, charge and spin: 109.9 kJ/mol
frontier orbital gap: 8.9 eV

```
! wB97M-V def2-TZVPD RIJCOSX def2/J DEFGRID3
* xyz 0 1
C -0.376 -4.991 0.100
H -0.977 -5.886 0.251
O -1.105 -4.191 -0.801
C -0.585 -2.996 -1.177
C 0.621 -2.485 -0.726
C 1.074 -1.241 -1.171
C 0.298 -0.494 -2.043
C -0.922 -1.007 -2.482
C -1.355 -2.254 -2.078
H -2.288 -2.659 -2.435
C -1.732 -0.200 -3.441
O -2.152 -0.615 -4.495
N -1.910 1.116 -3.082
C -1.688 1.684 -1.830
C -1.152 2.970 -1.732
C -0.877 3.512 -0.491
C -1.163 2.784 0.649
C -1.747 1.534 0.570
C -2.011 0.982 -0.666
H -2.473 0.011 -0.740
H -2.008 1.015 1.477
S -0.707 3.442 2.244
O -1.616 2.969 3.239
O -0.445 4.843 2.133
N 0.800 2.739 2.499
C 1.049 1.383 2.589
N 2.231 0.981 2.134
C 2.531 -0.306 2.222
C 1.670 -1.257 2.736
C 0.436 -0.831 3.211
C 0.115 0.510 3.152
H -0.809 0.900 3.545
H -0.262 -1.537 3.637
H 1.959 -2.295 2.778
H 3.512 -0.576 1.856
H 1.566 3.273 2.117
H -0.448 4.496 -0.385
H -0.938 3.529 -2.631
H -2.238 1.725 -3.822
H 0.629 0.466 -2.402
O 2.284 -0.855 -0.690
C 2.785 0.405 -1.070
H 3.744 0.506 -0.565
H 2.935 0.465 -2.153
H 2.124 1.213 -0.742
H 1.254 -3.020 -0.037
H 0.598 -5.273 -0.311
H -0.233 -4.483 1.060
*
```

Results of the natural (NBO) charge analysis, in e, for atoms 1 through 6: -0.253, 0.204, -0.486, 0.334, -0.374, 0.417

=====

no.,HOMO (Eh)
1,-0.4017
2,-0.3107
3,-0.3199